(1)
The following is a DFT calculation (the ωB97M-V functional and the def2-TZVPD basis) of a gas-phase ion, C28H47I2N4O (charge +1).

Geometry as XYZ:
```
82
Properties=species:S:1:pos:R:3:forces:R:3:mulliken_charge:R:1
C -2.622096 2.848996 2.889709 0.002 -0.058 0.091 -1.234
C -3.754708 1.815357 2.974201 0.028 0.125 -0.094 -0.660
C -4.089345 1.182032 1.624127 0.099 0.045 -0.203 -0.442
C -4.763735 -0.178650 1.742982 -0.438 0.093 -0.014 -0.538
C -5.179079 -0.761817 0.388286 0.323 0.123 0.020 -0.883
C -4.154165 -1.692782 -0.251899 -0.178 -0.092 0.074 -1.127
N -2.967369 -1.021943 -0.790472 0.113 -0.127 -0.192 1.015
C -2.725281 -0.444171 -1.969317 0.257 0.214 0.112 -0.037
C -3.507849 -0.406786 -3.254349 0.102 -0.182 -0.080 -1.079
I -5.639220 -0.622065 -3.215748 -0.039 0.082 0.141 0.134
C -2.962714 -1.455076 -4.258473 0.092 0.147 0.105 -0.634
C -2.520884 -2.765687 -3.621095 0.052 -0.061 -0.214 -0.912
I -1.373649 -0.616497 -5.450255 -0.070 -0.045 -0.072 0.137
N -1.516241 0.100467 -2.012616 -0.372 -0.134 0.062 -0.211
C -0.931982 -0.174339 -0.834863 0.137 -0.228 0.314 0.382
N 0.324672 0.181861 -0.573790 0.080 -0.161 0.050 0.494
C 0.982662 -0.129129 0.712279 -0.231 -0.127 -0.039 -0.088
C 2.477933 0.112111 0.787709 0.208 -0.098 0.281 -1.136
C 2.960707 -0.032243 2.244412 0.075 0.037 -0.262 -0.704
C 4.183414 0.824744 2.561350 -0.105 0.049 0.009 -0.342
C 4.389924 0.948905 4.064567 -0.017 -0.055 0.020 -0.804
O 5.481817 1.750007 4.433360 0.004 0.164 -0.085 -0.419
C 6.766114 1.219929 4.132531 0.011 -0.180 0.034 -0.279
C 7.467462 2.015954 3.046976 -0.117 0.002 -0.152 -1.085
C 1.006737 0.930219 -1.644107 -0.113 0.252 -0.064 -2.117
C 1.493757 0.092134 -2.816960 0.115 -0.200 -0.257 2.435
C 2.160543 1.011682 -3.845171 -0.152 -0.213 -0.067 -1.600
C 2.429848 -1.050765 -2.436408 -0.093 0.219 0.205 -1.654
N -1.798193 -0.871786 -0.034353 -0.012 0.443 -0.442 0.765
C -1.698590 -1.428427 1.281842 0.194 0.015 -0.122 -1.365
C -1.781363 -0.608410 2.392102 0.346 0.073 -0.050 0.421
C -1.664170 -1.172620 3.646803 0.066 -0.078 0.119 -1.910
C -1.484873 -2.541305 3.781506 -0.022 0.052 0.216 -0.850
C -1.419010 -3.354211 2.662401 0.019 -0.118 0.008 -0.873
C -1.521157 -2.795828 1.401752 0.080 -0.125 -0.004 0.349
H -2.821138 3.720717 3.507819 0.001 0.052 0.013 0.386
H -2.469347 3.189328 1.865987 -0.054 0.105 -0.050 0.283
H -1.674542 2.433733 3.238280 0.059 -0.005 -0.041 0.271
H -3.474275 1.021611 3.669535 -0.132 0.059 0.139 0.354
H -4.650355 2.287112 3.375865 -0.075 -0.086 0.060 0.589
H -4.740144 1.846654 1.050155 -0.002 0.074 0.025 0.617
H -3.167822 1.101830 1.030708 -0.205 0.035 -0.084 -0.105
H -5.662363 -0.050909 2.351090 -0.001 -0.015 0.038 0.581
H -4.123676 -0.874654 2.285629 -0.149 -0.037 0.052 0.139
H -5.370112 0.068387 -0.290160 -0.212 -0.055 -0.121 0.247
H -6.098405 -1.342166 0.469176 -0.043 0.020 0.037 0.433
H -4.589540 -2.258858 -1.071741 0.001 0.077 -0.035 0.660
H -3.815248 -2.417383 0.483252 0.093 -0.067 -0.024 0.519
H -3.345996 0.594090 -3.640558 -0.108 0.014 -0.050 0.642
H -3.730607 -1.626203 -5.000501 -0.044 -0.014 -0.049 0.649
H -2.642195 -3.583959 -4.327655 0.011 -0.012 -0.014 0.418
H -3.118551 -2.994249 -2.737936 -0.091 -0.063 0.012 0.147
H -1.467349 -2.739755 -3.347565 -0.009 0.054 0.198 0.285
H 0.802340 -1.181593 0.931207 -0.017 -0.056 0.083 0.459
H 0.498617 0.444848 1.501683 -0.063 0.130 0.046 0.219
H 2.748012 1.103120 0.430752 -0.030 0.058 0.010 0.456
H 3.000160 -0.626404 0.182354 0.053 0.164 -0.185 0.214
H 2.156314 0.254121 2.927151 -0.071 -0.061 0.060 0.175
H 3.204842 -1.080353 2.423164 -0.160 -0.058 0.214 0.389
H 4.033327 1.830996 2.163039 0.098 0.038 -0.059 0.253
H 5.072472 0.402576 2.090158 0.045 0.034 -0.074 0.311
H 3.514633 1.439111 4.494572 -0.039 -0.055 0.072 0.348
H 4.473747 -0.047273 4.519116 0.001 -0.056 0.008 0.375
H 6.668720 0.170659 3.836657 0.052 -0.061 0.040 0.299
H 7.346085 1.238310 5.055433 0.012 0.072 0.056 0.396
H 7.185717 1.675219 2.049479 -0.052 0.041 -0.010 0.237
H 8.548875 1.929115 3.132237 0.056 -0.011 0.023 0.384
H 7.189495 3.065448 3.131063 0.093 0.044 0.067 0.275
H 1.821934 1.490009 -1.197500 0.052 -0.043 0.026 0.583
H 0.294452 1.662115 -2.024682 0.046 0.049 -0.004 0.529
H 0.618934 -0.349129 -3.298486 -0.059 0.078 0.139 -0.862
H 2.082444 0.571008 -4.839206 0.081 -0.021 -0.029 0.396
H 3.220518 1.139799 -3.629429 0.040 0.153 0.072 0.379
H 1.678304 1.987482 -3.892914 0.016 0.076 0.018 0.409
H 3.353521 -0.664137 -2.002726 0.090 -0.020 -0.076 0.312
H 2.681135 -1.630587 -3.321546 0.046 -0.084 -0.022 0.494
H 1.977949 -1.718385 -1.699460 -0.043 -0.094 -0.052 0.273
H -1.935091 0.455958 2.281868 0.251 -0.253 -0.004 1.400
H -1.723434 -0.540727 4.521056 0.016 0.015 0.074 0.476
H -1.398997 -2.972536 4.768640 0.008 -0.040 0.029 0.475
H -1.275625 -4.419460 2.768097 0.000 -0.046 0.015 0.477
H -1.448802 -3.418773 0.520463 -0.007 0.015 -0.090 0.605
```
Forces are in eV/Å.

## Properties
HOMO	-11.378	eV
frontier orbital gap	0.326	Eh
largest force on an atom	0.63	eV/Å
structure (SMILES)	CCCCCCn1c([C@H](I)[C@H](C)I)nc(N(CCCCCOCC)CC(C)C)[n+]1-c1ccccc1
electronic energy	-1984.5284	a.u.
net charge	+1

(2)
The following is a DFT calculation (the ωB97M-V functional and the def2-TZVPD basis) of a molecular structure, C28H47N3O9SbSeSi3W.

Geometry as XYZ:
```
93
Properties=species:S:1:pos:R:3:forces:R:3:mulliken_charge:R:1
W 0.830797 0.408091 0.172665 -0.081 0.610 0.140 -0.330
O -1.466946 -2.863961 1.105643 -0.021 -0.027 0.002 -0.498
C -0.908869 -3.143504 2.382832 0.029 -0.090 0.037 -0.564
C -1.283820 -2.078279 3.398234 -0.010 -0.012 -0.033 -0.886
N -0.825931 -0.740590 3.020854 -0.019 0.092 0.044 0.563
C 0.171883 -0.154192 3.870184 -0.049 0.042 0.026 -1.004
C 1.236551 0.746138 3.250728 0.107 -0.101 0.013 0.110
O 2.115018 1.232000 3.877938 -0.049 0.058 -0.009 -0.529
O 1.098614 1.046254 1.905561 0.050 0.014 -0.061 0.938
C -1.852188 0.124128 2.500962 0.018 0.012 0.005 -1.498
C -2.110957 -0.166959 1.031663 0.028 -0.177 0.034 0.312
O -3.143585 -0.449958 0.519080 -0.028 0.094 -0.012 -0.596
O -0.954685 -0.084257 0.295858 0.143 0.074 -0.080 2.068
H -2.400739 -3.101271 1.113332 0.015 -0.012 0.001 0.323
H 0.170326 -3.163675 2.243467 -0.090 -0.036 0.036 -0.036
H -1.224383 -4.124963 2.749858 -0.022 -0.002 -0.010 0.570
H -0.880347 -2.353370 4.376473 0.019 0.001 -0.019 0.553
H -2.374472 -2.061540 3.508525 -0.006 -0.004 0.020 0.348
H 0.754794 -0.947980 4.338022 -0.002 -0.002 0.004 0.465
H -0.239663 0.449990 4.693273 -0.001 -0.006 -0.005 0.220
H -1.528404 1.164675 2.552667 -0.010 0.026 0.007 -0.277
H -2.810838 0.036804 3.023049 -0.005 -0.007 0.004 0.586
C 3.936950 2.451551 0.089629 0.035 -0.026 -0.037 -1.537
Sb 2.313646 2.639330 -1.291905 0.058 0.143 -0.004 -0.337
C 0.350015 2.403155 -0.190823 -0.087 -0.292 -0.019 1.166
C -0.871583 2.603907 -1.080543 0.004 0.012 -0.012 -1.213
C -0.857746 3.084401 -2.384654 -0.013 -0.010 -0.010 0.674
C -2.060196 3.216771 -3.059761 0.003 -0.009 -0.001 -0.646
C -3.238879 2.871477 -2.419574 0.005 0.001 0.006 -0.848
C -3.156488 2.417521 -1.113291 -0.008 -0.003 -0.004 -0.759
N -2.005426 2.291750 -0.458117 0.013 0.001 0.016 -0.045
Si 0.340890 3.992673 0.980904 -0.018 -0.002 0.009 0.752
C 0.481861 5.484483 -0.139713 -0.015 0.006 0.007 -1.281
C -1.292710 4.104096 1.872688 0.007 0.009 -0.023 -1.173
C 1.707413 4.048408 2.245255 -0.013 -0.007 0.005 -1.130
C 2.450090 1.165653 -2.930123 -0.067 0.045 0.007 2.742
C 1.081564 0.597795 -3.126613 -0.037 -0.005 0.048 -1.710
C 0.592435 0.452977 -4.425239 -0.038 0.016 0.003 -0.920
C -0.588887 -0.207356 -4.685349 0.010 0.017 0.006 -1.274
C -1.293658 -0.737352 -3.619149 -0.002 -0.003 0.008 -0.777
C -0.797441 -0.550690 -2.352390 -0.021 -0.009 0.011 -0.415
N 0.350154 0.114043 -2.074645 0.109 -0.087 0.005 1.030
Si 3.071286 2.442358 -4.282162 0.011 -0.045 -0.002 0.999
C 1.820703 3.819190 -4.562702 0.014 0.012 0.002 -1.293
C 3.489442 1.876855 -6.022275 0.017 0.035 -0.019 -1.472
C 4.638108 3.177638 -3.541307 -0.010 0.000 -0.028 -1.383
Si 3.578788 -0.462401 -2.916761 0.125 0.041 -0.009 0.755
C 2.473943 -1.972518 -2.800335 0.055 -0.043 0.066 -0.864
C 5.066428 -0.407917 -1.786692 0.037 -0.019 0.018 -0.837
C 4.309654 -0.736326 -4.622611 -0.002 -0.039 0.000 -1.465
H 4.192262 3.464016 0.394321 0.011 -0.002 -0.004 0.595
H 4.769538 2.024400 -0.462122 0.010 -0.064 -0.023 0.499
H 3.704732 1.829238 0.948279 0.002 0.011 0.001 0.392
H 0.065409 3.359661 -2.868451 0.010 0.007 0.002 -0.041
H -2.070863 3.591548 -4.075702 -0.002 -0.001 0.000 0.512
H -4.197473 2.955798 -2.911261 0.000 0.000 0.000 0.506
H -4.047151 2.133729 -0.564644 0.001 0.002 0.000 0.503
H -0.196295 5.438873 -0.993286 0.000 0.001 -0.002 0.353
H 1.494719 5.646808 -0.512060 0.000 -0.009 0.002 0.292
H 0.207108 6.363987 0.449528 0.001 0.005 -0.009 0.455
H -2.112048 4.355823 1.201590 -0.002 -0.008 0.003 0.327
H -1.188419 4.912727 2.602680 0.003 -0.002 0.002 0.484
H -1.567382 3.202668 2.415800 0.006 -0.016 0.024 0.331
H 2.674488 3.664701 1.933883 0.002 0.007 -0.007 0.273
H 1.436370 3.522533 3.159208 0.003 -0.010 -0.003 0.301
H 1.837141 5.104292 2.501478 0.010 -0.004 0.003 0.485
H 1.171986 0.851001 -5.243108 0.009 0.014 -0.009 0.106
H -0.945405 -0.312639 -5.701748 -0.001 -0.001 0.000 0.488
H -2.218917 -1.279002 -3.747891 0.001 -0.001 -0.003 0.542
H -1.343561 -0.941509 -1.511049 0.012 -0.011 -0.001 0.147
H 0.853644 3.453442 -4.915254 0.004 -0.005 -0.013 0.301
H 2.229115 4.446378 -5.359582 -0.001 0.002 0.000 0.615
H 1.661127 4.469537 -3.702100 -0.015 -0.005 0.003 0.344
H 2.746747 1.258484 -6.525177 -0.009 0.002 -0.006 0.451
H 4.446811 1.368749 -6.090141 -0.015 0.031 -0.015 0.404
H 3.574136 2.802724 -6.598735 -0.017 0.008 -0.002 0.465
H 4.447628 4.095863 -2.980045 0.007 -0.012 0.019 0.389
H 5.321992 3.441315 -4.351444 -0.014 0.022 0.000 0.475
H 5.175412 2.485490 -2.890013 0.012 -0.037 0.000 0.395
H 3.132752 -2.841467 -2.740365 0.020 -0.012 0.006 0.464
H 1.762775 -2.063330 -1.987282 0.007 0.029 0.150 0.049
H 1.921558 -2.051948 -3.742367 0.006 -0.013 0.041 0.325
H 4.860458 -0.173738 -0.747644 0.110 0.033 -0.078 -0.119
H 5.807838 0.295993 -2.171410 0.017 0.020 -0.001 0.477
H 5.531175 -1.397486 -1.810997 -0.008 -0.013 -0.047 0.459
H 3.592952 -0.637679 -5.438384 0.034 -0.054 0.045 0.368
H 4.641788 -1.779033 -4.617241 0.023 0.000 0.021 0.462
H 5.183893 -0.125843 -4.841844 0.011 0.030 0.004 0.290
O 3.473704 -1.021347 2.308964 0.021 -0.024 0.001 -0.640
Se 2.836660 -1.522375 0.942536 -0.211 -0.041 -0.040 1.364
O 3.399644 -2.796016 0.189777 -0.027 0.018 -0.123 -0.673
O 2.711355 -0.113225 -0.125976 -0.320 -0.021 -0.027 -0.062
O 1.127187 -1.449398 1.017574 0.101 -0.164 -0.108 -0.727
```
Forces are in eV/Å.

## Properties
HOMO	-11.229	eV
frontier orbital gap	0.237	Eh
largest force on an atom	0.63	eV/Å
electronic energy	-5513.6198	a.u.
net charge	+1